C49H65INO6RbS as an isolated structure, computed with ωB97M-V with the def2-TZVPD basis set.

Cartesian coordinates (Å):
1 Rb -0.30695 3.40286 -1.91081
2 C -0.44938 1.45117 -4.82444
3 O 0.09478 1.16117 -3.54283
4 C -0.02694 -0.10413 -3.01358
5 C -1.27172 -0.72586 -2.82897
6 C -2.63399 -0.06515 -3.02343
7 C -3.34916 0.04447 -1.69109
8 C -4.12337 -0.97999 -1.17180
9 C -4.60396 -0.97007 0.13767
10 C -4.21817 0.11090 0.93644
11 C -3.45794 1.16113 0.46020
12 C -2.88426 2.23093 1.36136
13 C -1.53169 1.79919 1.91368
14 C -1.49951 0.65490 2.70914
15 C -0.31780 0.11261 3.18676
16 C 0.86562 0.73623 2.81214
17 C 0.89620 1.87999 2.02996
18 C 2.26325 2.40839 1.61265
19 C 2.98208 1.35807 0.79459
20 C 3.83264 0.42401 1.36448
21 C 4.34938 -0.65774 0.65060
22 C 3.94329 -0.77915 -0.68265
23 C 3.10047 0.12958 -1.29418
24 C 2.52757 -0.08890 -2.67538
25 C 1.14986 -0.73176 -2.59106
26 C 1.07167 -2.00834 -2.04292
27 C -0.12835 -2.69126 -1.93066
28 C -1.27749 -2.02494 -2.33741
29 C -0.24158 -4.09945 -1.34906
30 C 1.10938 -4.63129 -0.86400
31 C -1.21016 -4.08997 -0.15748
32 C -0.77917 -5.05350 -2.42475
33 C 2.63476 1.27671 -0.58533
34 O 1.90936 2.16352 -1.15178
35 C 5.26570 -1.71280 1.26666
36 C 6.60596 -1.75254 0.51717
37 C 5.56024 -1.43183 2.74160
38 C 4.60493 -3.09799 1.18014
39 C -0.32292 2.44020 1.62998
40 O -0.28719 3.59913 0.88487
41 C -0.88118 4.77194 1.42325
42 C -0.26347 -1.14461 4.05034
43 C 0.36493 -0.80199 5.40833
44 C -1.65489 -1.73303 4.29647
45 C 0.59467 -2.21135 3.35504
46 C -3.08979 1.22295 -0.92264
47 O -2.52439 2.24482 -1.42383
48 C -5.47135 -2.08147 0.72461
49 C -6.82156 -1.50262 1.17595
50 C -5.74824 -3.19509 -0.28670
51 C -4.77005 -2.71941 1.93520
52 H -0.84625 0.55497 -5.30579
53 H 0.34245 1.88893 -5.43333
54 H -1.23997 2.19335 -4.71904
55 H -3.22188 -0.66688 -3.72408
56 H -2.53040 0.93752 -3.43002
57 H -4.33312 -1.82896 -1.81627
58 H -4.51764 0.13079 1.98341
59 H -3.56082 2.42274 2.20071
60 H -2.78538 3.14302 0.77661
61 H -2.44383 0.16183 2.89865
62 H 1.81808 0.30833 3.10576
63 H 2.83724 2.64943 2.51268
64 H 2.14276 3.31405 1.02048
65 H 4.07701 0.54252 2.41601
66 H 4.28363 -1.63149 -1.26873
67 H 3.18450 -0.74843 -3.25129
68 H 2.44924 0.86351 -3.19663
69 H 1.99363 -2.44970 -1.68548
70 H -2.24259 -2.49951 -2.20264
71 H 1.51996 -4.00587 -0.06803
72 H 1.83582 -4.67308 -1.67778
73 H 0.98110 -5.64305 -0.46958
74 H -0.84740 -3.40508 0.60926
75 H -1.29388 -5.09098 0.27690
76 H -2.20522 -3.75568 -0.45276
77 H -0.09435 -5.09333 -3.27507
78 H -1.75364 -4.72471 -2.78940
79 H -0.88856 -6.06453 -2.01994
80 H 7.10951 -0.78671 0.59764
81 H 6.45405 -1.96417 -0.54234
82 H 7.26634 -2.52346 0.92944
83 H 6.04959 -0.46428 2.87002
84 H 6.22397 -2.20430 3.14053
85 H 4.64290 -1.43603 3.33451
86 H 4.40107 -3.37747 0.14540
87 H 3.65322 -3.09374 1.71649
88 H 5.25099 -3.86566 1.62026
89 H -1.50374 4.54794 2.29152
90 H -1.49877 5.22980 0.64885
91 H -0.09837 5.47683 1.71528
92 H -0.23998 -0.05824 5.93219
93 H 1.37052 -0.39690 5.28747
94 H 0.42985 -1.69807 6.03370
95 H -2.30550 -1.01241 4.79624
96 H -1.57294 -2.61686 4.93473
97 H -2.12834 -2.03341 3.35933
98 H 1.61098 -1.85530 3.17918
99 H 0.16158 -2.46201 2.38588
100 H 0.64417 -3.12035 3.96217
101 H -7.34853 -1.07611 0.31973
102 H -6.67175 -0.70641 1.90676
103 H -7.45674 -2.27252 1.62833
104 H -6.26779 -2.81004 -1.16661
105 H -6.37820 -3.96317 0.17104
106 H -4.82021 -3.66894 -0.61396
107 H -4.58662 -1.98655 2.72280
108 H -3.80512 -3.13401 1.63414
109 H -5.38163 -3.52507 2.35620
110 O 0.39873 7.78873 -0.66857
111 H 0.76651 6.90716 -0.78369
112 H -0.28286 7.82977 -1.36608
113 O 0.27752 4.85071 -5.34670
114 H 0.85789 4.94082 -4.57767
115 H -0.45431 5.44724 -5.11701
116 I -1.73255 7.21756 -3.46305
117 S 4.51102 5.24039 -2.62008
118 C 3.83013 6.79105 -2.92190
119 C 2.48267 6.68315 -3.04043
120 N 1.99053 5.41006 -2.89302
121 C 2.93859 4.55008 -2.67285
122 H 4.42919 7.68310 -2.98976
123 H 1.78961 7.49185 -3.22294
124 H 2.75227 3.49760 -2.46031

Cartesian forces, eV/Å:
Rb 0.11 0.56 -0.27
C 0.01 -0.10 0.07
O 0.02 -0.05 0.04
C 0.02 -0.05 -0.04
C 0.02 -0.05 -0.03
C -0.04 0.06 0.05
C 0.05 0.16 -0.01
C 0.08 -0.03 -0.02
C -0.07 -0.08 0.01
C 0.00 0.04 0.00
C -0.01 0.04 -0.07
C -0.04 0.03 -0.02
C -0.01 0.04 0.09
C 0.01 -0.03 -0.04
C 0.03 -0.02 -0.04
C -0.01 0.00 0.02
C 0.04 0.01 0.11
C -0.05 -0.03 -0.04
C -0.06 0.13 -0.12
C 0.03 -0.05 0.03
C 0.01 -0.01 0.01
C -0.03 0.02 0.00
C -0.01 0.06 -0.08
C -0.03 0.03 0.04
C 0.00 -0.05 -0.08
C 0.00 0.00 0.00
C -0.07 -0.01 0.00
C 0.06 -0.01 0.06
C 0.03 -0.06 0.00
C -0.08 0.02 0.02
C 0.07 0.04 -0.03
C 0.02 0.00 0.01
C 0.07 -0.09 0.17
O -0.06 0.03 -0.03
C 0.04 -0.03 0.02
C -0.01 0.01 0.00
C -0.01 -0.01 -0.03
C 0.00 0.03 0.02
C 0.04 -0.03 0.05
O 0.01 0.01 -0.09
C -0.02 -0.05 0.07
C -0.03 -0.05 0.07
C -0.03 -0.04 0.01
C 0.08 0.01 -0.04
C -0.03 0.06 -0.01
C -0.09 -0.24 0.00
O 0.01 -0.11 0.06
C -0.02 -0.03 0.04
C 0.04 0.00 -0.02
C 0.00 0.04 0.01
C -0.03 0.02 -0.04
H 0.00 -0.02 0.03
H -0.01 -0.03 -0.04
H -0.09 0.01 -0.08
H 0.00 0.00 -0.01
H 0.00 -0.02 -0.02
H -0.02 0.02 0.00
H -0.01 0.01 -0.01
H -0.01 0.01 0.00
H -0.02 0.01 0.01
H 0.03 0.02 0.02
H -0.02 0.01 0.00
H 0.02 -0.01 0.00
H 0.00 0.01 0.01
H 0.01 0.02 0.00
H 0.00 0.01 -0.01
H 0.01 -0.02 0.01
H 0.00 0.00 0.00
H 0.00 0.00 -0.02
H 0.02 0.02 -0.02
H 0.02 0.00 -0.02
H 0.02 -0.01 0.01
H 0.01 0.00 0.00
H -0.04 0.01 0.04
H -0.01 0.00 0.00
H -0.02 0.00 0.02
H -0.02 0.00 -0.01
H 0.01 0.00 -0.01
H 0.00 0.00 0.00
H 0.00 0.00 -0.02
H 0.01 0.01 0.00
H -0.01 -0.01 0.01
H -0.01 0.00 0.02
H 0.00 0.00 -0.01
H 0.01 0.01 0.01
H 0.00 0.00 0.00
H 0.00 -0.01 -0.01
H -0.01 0.00 0.00
H -0.01 -0.05 -0.02
H 0.00 0.05 0.03
H 0.00 0.00 0.01
H 0.02 0.01 0.00
H 0.00 0.01 0.00
H 0.00 0.01 0.01
H -0.03 -0.02 0.00
H 0.00 -0.01 0.00
H -0.01 0.02 0.02
H 0.01 -0.02 -0.01
H 0.02 -0.03 -0.03
H 0.00 0.00 0.00
H -0.01 0.02 0.02
H -0.03 0.00 0.00
H 0.02 -0.02 0.00
H 0.01 -0.01 -0.01
H 0.00 0.00 0.01
H -0.01 -0.02 -0.02
H 0.00 0.00 -0.01
H 0.00 -0.01 0.01
H 0.01 0.00 0.01
O -0.02 0.07 0.09
H 0.02 -0.04 -0.04
H 0.02 -0.05 0.00
O -0.04 -0.13 -0.03
H -0.02 0.07 0.02
H 0.02 0.04 0.03
I 0.01 0.01 -0.01
S -0.06 0.09 0.00
C -0.06 -0.10 -0.01
C 0.13 0.02 -0.01
N -0.09 -0.09 -0.03
C 0.08 0.01 0.10
H 0.03 -0.02 0.00
H -0.03 -0.02 0.00
H 0.09 0.01 0.04

The spin multiplicity is 1. Its net charge is -2. As for the frontier orbital gap: 0.208 Eh. Its relative energy (zero: lowest compared OMol25 entry of this formula, charge and spin) is 0.0 kJ/mol.